A 2-piece molecular cluster, C3H7N2 overall at a distorted geometry, computed with ωB97M-V with the def2-TZVPD basis set.

Properties
- Net charge: +1
- Multiplicity: 1
- Calculated total energy: -227.585879 a.u.
- HOMO-LUMO gap: 9.4 eV
- LUMO level: -6.062 eV
- Energy relative to the best compared isomer or geometry (same formula, charge and spin): 442.31 kJ/mol

The geometry in XYZ format:
```
12
Properties=species:S:1:pos:R:3:forces:R:3
H 3.155629 -0.138526 -0.326625 -2.34 -0.52 0.58
H -0.468331 0.434185 1.725278 0.14 0.58 1.65
N 0.481656 1.283560 0.011611 -2.10 4.98 -3.48
C -0.343662 0.306734 0.698648 1.82 -0.79 -1.37
H -2.026620 0.699050 -0.228422 -0.04 -1.27 -0.93
C 1.091838 0.188989 0.116765 1.29 -1.97 1.89
H 2.376597 -1.347799 0.726138 -0.81 1.81 -1.45
H -2.122538 -0.750019 0.734734 0.04 -0.48 -0.49
H 0.009783 2.451925 -1.011559 1.76 -3.46 2.92
C -1.494675 -0.274229 -0.022017 -0.91 2.34 2.44
H -1.131317 -0.890232 -0.770644 -0.27 -1.00 -1.95
N 2.224432 -0.503844 0.078376 1.42 -0.23 0.20
```
Forces are in eV/Å.

How positive or negative is each atom? The Löwdin charges in e answer that: number 1, H, carries 0.18; number 2, H, carries 0.12; number 3, N, carries 0.11; number 4, C, carries -0.22; number 5, H, carries 0.12; number 6, C, carries -0.27; number 7, H, carries 0.18; number 8, H, carries 0.10; number 9, H, carries 0.43; number 10, C, carries -0.02; number 11, H, carries 0.07; number 12, N, carries 0.20

***

C3H7N2 as an isolated structure at a distorted geometry, computed with ωB97M-V with the def2-TZVPD basis set.

Properties
- Net charge: +1
- Multiplicity: 1
- Calculated total energy: -227.579924 a.u.
- HOMO-LUMO gap: 9.2 eV
- LUMO level: -5.767 eV
- Energy relative to the best compared isomer or geometry (same formula, charge and spin): 457.95 kJ/mol

The geometry in XYZ format:
```
12
Properties=species:S:1:pos:R:3:forces:R:3
H 3.013456 -0.349161 0.254863 0.29 -0.87 -0.04
C 2.175941 0.202209 -0.125116 -3.53 1.42 0.23
C -2.886419 0.594211 0.025544 -1.69 3.17 -0.10
H 1.159258 -1.641700 -0.591158 -1.23 -0.02 0.35
H 0.647132 -0.997154 1.136924 0.98 -0.12 -1.60
N -1.827103 -0.058845 -0.061018 -0.16 0.30 1.23
H 2.267822 0.529568 -1.152743 0.34 -0.29 -0.17
C 0.896691 -0.786136 0.043554 1.29 -0.10 2.54
H -3.054141 1.310577 -0.812347 -0.07 -1.12 0.14
H 2.116221 1.113475 0.495701 -0.19 -0.46 -0.21
N -0.976311 -0.824198 -0.130683 2.40 -0.62 -1.61
H -3.532551 0.907149 0.916479 1.56 -1.28 -0.76
```
Forces are in eV/Å.

How positive or negative is each atom? The Löwdin charges in e answer that: number 1, H, carries 0.08; number 2, C, carries -0.05; number 3, C, carries 0.11; number 4, H, carries 0.09; number 5, H, carries 0.11; number 6, N, carries -0.06; number 7, H, carries 0.07; number 8, C, carries 0.05; number 9, H, carries 0.13; number 10, H, carries 0.08; number 11, N, carries 0.22; number 12, H, carries 0.15

***

A 2-piece molecular cluster, C3H7N2 overall at a distorted geometry, computed with ωB97M-V with the def2-TZVPD basis set.

Properties
- Net charge: +1
- Multiplicity: 1
- Calculated total energy: -227.512345 a.u.
- HOMO-LUMO gap (alpha / beta): 8.3 / 7.8 eV
- LUMO level (alpha / beta): -5.404 / -6.035 eV
- Energy relative to the best compared isomer or geometry (same formula, charge and spin): 635.38 kJ/mol

The geometry in XYZ format:
```
12
Properties=species:S:1:pos:R:3:forces:R:3
C -0.009536 -1.371490 -0.000066 0.93 0.96 -1.53
C -0.206272 0.099507 0.413985 -1.91 -0.66 1.37
N -1.383777 -0.146720 -1.914762 0.31 -2.20 -0.64
H 1.031399 -1.712577 -0.429268 -1.90 0.97 0.72
N 0.982715 0.949788 0.555239 -0.72 -0.10 -0.31
H -1.187208 0.759717 2.170941 0.83 -0.85 -1.89
H 1.726733 0.399523 0.219152 1.75 -0.77 -0.77
H -0.481126 -2.215579 0.477591 -0.42 0.20 0.35
C -0.854584 -0.334824 -0.835397 2.01 -0.50 1.97
H -1.747489 0.694377 -2.243110 -0.78 1.95 -0.16
H 0.984505 1.829081 0.045751 -0.29 0.39 0.17
H 1.144639 1.049198 1.539944 0.18 0.63 0.72
```
Forces are in eV/Å.

How positive or negative is each atom? The Löwdin charges in e answer that: number 1, C, carries 0.00; number 2, C, carries -0.20; number 3, N, carries 0.24; number 4, H, carries 0.16; number 5, N, carries 0.22; number 6, H, carries 0.24; number 7, H, carries 0.14; number 8, H, carries 0.10; number 9, C, carries -0.30; number 10, H, carries 0.07; number 11, H, carries 0.18; number 12, H, carries 0.15

***

A 2-piece molecular cluster, C3H7N2 overall at a distorted geometry, computed with ωB97M-V with the def2-TZVPD basis set.

Properties
- Net charge: +1
- Multiplicity: 1
- Calculated total energy: -227.666630 a.u.
- HOMO-LUMO gap: 11.4 eV
- LUMO level: -4.585 eV
- Energy relative to the best compared isomer or geometry (same formula, charge and spin): 230.30 kJ/mol

The geometry in XYZ format:
```
12
Properties=species:S:1:pos:R:3:forces:R:3
H 2.674900 -0.876357 0.532182 1.57 -0.30 0.36
H -0.228805 1.813473 -0.802370 -1.31 -0.98 0.82
C -1.049626 -0.149414 -0.245511 0.08 0.76 1.40
H -1.946404 1.815140 0.014650 2.53 -1.28 0.21
C 1.977414 -0.395513 -0.085174 -2.21 -1.38 0.35
H 0.793106 -1.722096 0.420947 -0.57 -1.41 0.84
H 2.080239 0.441919 -0.654660 1.13 2.49 -1.20
H -0.247767 1.473594 0.854000 -0.25 -0.21 0.98
C -0.873859 1.289142 0.003915 -0.49 2.47 -2.88
N -1.942626 -0.899926 -0.058522 0.18 -1.25 -0.14
N 0.813388 -0.894486 -0.113769 -0.66 0.73 -0.30
H -2.049964 -1.895472 0.134316 -0.01 0.37 -0.44
```
Forces are in eV/Å.

How positive or negative is each atom? The Löwdin charges in e answer that: number 1, H, carries 0.10; number 2, H, carries 0.12; number 3, C, carries -0.18; number 4, H, carries 0.16; number 5, C, carries 0.09; number 6, H, carries 0.09; number 7, H, carries 0.07; number 8, H, carries 0.08; number 9, C, carries -0.04; number 10, N, carries 0.27; number 11, N, carries 0.09; number 12, H, carries 0.14

***

A 2-piece molecular cluster, C3H7N2 overall at a distorted geometry, computed with ωB97M-V with the def2-TZVPD basis set.

Properties
- Net charge: +1
- Multiplicity: 1
- Calculated total energy: -227.554203 a.u.
- HOMO-LUMO gap (alpha / beta): 6.6 / 9.3 eV
- LUMO level (alpha / beta): -7.544 / -5.767 eV
- Energy relative to the best compared isomer or geometry (same formula, charge and spin): 525.48 kJ/mol

The geometry in XYZ format:
```
12
Properties=species:S:1:pos:R:3:forces:R:3
H 1.344854 -1.213313 -0.694340 0.77 0.41 1.22
H -0.864572 0.770732 1.275941 -1.08 -0.66 1.49
C -0.122011 1.314928 0.795526 3.24 2.03 -2.48
H -0.325515 2.490867 0.757944 0.58 -2.49 0.72
H -1.235788 1.149716 -1.015417 -0.93 -0.36 -1.10
H -0.251881 -2.063990 0.238546 1.61 0.70 -1.13
C -0.266610 0.917541 -0.664555 -2.18 -0.65 2.87
H 0.973855 1.019557 1.018280 -1.96 0.85 0.64
N 1.555289 1.187012 -2.164259 1.30 0.34 -1.02
N 0.694959 1.128246 -1.480352 1.23 0.02 -1.24
H 0.351128 -2.318770 -1.585241 -0.57 0.36 0.94
C 0.452592 -1.778525 -0.613454 -2.01 -0.54 -0.92
```
Forces are in eV/Å.

How positive or negative is each atom? The Löwdin charges in e answer that: number 1, H, carries -0.01; number 2, H, carries 0.05; number 3, C, carries -0.03; number 4, H, carries 0.16; number 5, H, carries 0.13; number 6, H, carries 0.08; number 7, C, carries -0.16; number 8, H, carries 0.12; number 9, N, carries 0.38; number 10, N, carries -0.03; number 11, H, carries 0.05; number 12, C, carries 0.24

***

An isolated ion of composition C3H7N2 and charge +1 at a distorted geometry, computed with ωB97M-V with the def2-TZVPD basis set.

Properties
- Net charge: +1
- Multiplicity: 1
- Calculated total energy: -227.691407 a.u.
- HOMO-LUMO gap: 11.2 eV
- LUMO level: -4.062 eV
- SMILES: CN=C=[NH+]C
- Energy relative to the best compared isomer or geometry (same formula, charge and spin): 165.25 kJ/mol

The geometry in XYZ format:
```
12
Properties=species:S:1:pos:R:3:forces:R:3
C -2.582529 0.217372 0.117523 2.58 0.37 0.14
H -3.036561 -0.442508 0.845183 0.11 -0.04 0.04
H -1.098658 -1.257190 -0.117090 0.39 0.11 0.01
H 3.005902 0.993332 -0.628829 -0.08 -0.09 0.05
H -2.616956 1.256640 0.412793 0.01 0.05 0.00
H 3.159993 -0.779860 -0.572280 0.00 0.10 0.04
N -0.981718 -0.262859 0.087636 -0.58 -0.84 -0.12
C 0.304365 -0.013836 0.184836 1.95 -0.12 0.25
H 3.415855 0.175058 0.908039 0.01 0.00 -0.17
N 1.494805 -0.038796 0.297961 -6.18 0.32 -0.05
H -2.913683 0.050352 -0.899565 0.05 0.01 0.00
C 2.840409 0.104893 -0.016357 1.75 0.13 -0.19
```
Forces are in eV/Å.

How positive or negative is each atom? The Löwdin charges in e answer that: number 1, C, carries 0.11; number 2, H, carries 0.09; number 3, H, carries 0.15; number 4, H, carries 0.11; number 5, H, carries 0.08; number 6, H, carries 0.12; number 7, N, carries 0.07; number 8, C, carries -0.01; number 9, H, carries 0.11; number 10, N, carries 0.13; number 11, H, carries 0.09; number 12, C, carries -0.04